The following is a DFT calculation (ωB97M-V/def2-TZVPD) of C3H2OS2 in the gas phase in a non-equilibrium geometry.

Each line ends with the Mulliken charge.
Element x y z (Å)
1 C 0.582063 -1.178279 0.080852  -0.279
2 C -0.531098 -0.200881 -0.168421  0.659
3 C -0.330286 1.275448 -0.011844  -0.258
4 H 0.509399 -2.080604 -0.532775  0.315
5 H -1.257745 1.784116 0.318203  0.304
6 O -1.624876 -0.619109 -0.509778  -0.477
7 S 1.662799 -1.062801 1.265949  -0.131
8 S 0.989744 2.082110 -0.442186  -0.134

Forces on the atoms, in the same order (eV/Å):
C 0.1980 -0.2754 0.2298
C -0.6298 -0.3751 -0.2859
C -0.3753 0.5296 0.1176
H -0.0132 0.1870 0.0314
H 0.5391 -0.2217 -0.1727
O 0.8980 0.3384 0.2951
S -0.3176 0.0819 -0.3119
S -0.2992 -0.2647 0.0965

Its SMILES is O=C(C=S)C=S. As for the LUMO energy: -1.7 eV.

***

The following is a DFT calculation (ωB97M-V/def2-TZVPD) of a molecular structure, C15H17Cl3IrN2O2 in a non-equilibrium geometry.

Each line ends with the Mulliken charge.
Element x y z (Å)
1 C -5.698631 0.095792 0.481027  -0.703
2 C -5.702787 1.394720 -0.322941  -0.763
3 H -5.894687 -0.766420 -0.160820  0.280
4 H -6.478380 0.110380 1.246878  0.292
5 H -4.742207 -0.065381 0.982705  0.139
6 H -4.836890 1.463876 -0.984820  0.172
7 H -6.600198 1.465049 -0.943246  0.330
8 H -5.698097 2.268323 0.333441  0.273
9 C 0.666250 -2.830430 0.244585  0.085
10 C 1.453404 -3.955010 0.039600  -0.662
11 C 2.594927 -3.892977 -0.773389  -0.457
12 C 2.912298 -2.687324 -1.386427  -0.594
13 H -0.230756 -2.781169 0.864221  0.484
14 H 1.153923 -4.879712 0.535937  0.432
15 H 3.219436 -4.775154 -0.918561  0.479
16 H 3.786880 -2.544471 -2.019756  0.412
17 N 0.999181 -1.645461 -0.344908  -0.166
18 C 2.085970 -1.569469 -1.181863  0.566
19 C 2.255782 -0.241694 -1.687970  0.597
20 N 1.285707 0.603329 -1.195609  -0.308
21 C 1.247611 1.918991 -1.569278  0.034
22 C 3.260847 1.599068 -2.862574  -0.488
23 C 2.234442 2.430606 -2.393384  -0.682
24 H 0.399743 2.467351 -1.152545  0.474
25 H 2.176486 3.488771 -2.650010  0.420
26 C 3.274707 0.256798 -2.510651  -0.491
27 H 4.049341 -0.443830 -2.820001  0.395
28 H 4.042147 2.011252 -3.494720  0.482
29 Ir 0.002600 -0.016436 0.150616  1.205
30 C -1.393276 1.327945 0.222821  -1.192
31 H -1.785225 1.475827 -0.798470  0.498
32 H -0.994883 2.277983 0.631880  0.501
33 H -2.156066 0.921603 0.902586  0.288
34 Cl 2.019490 2.615183 4.215255  -0.079
35 C 1.702092 0.864417 4.090069  0.602
36 Cl 3.216522 0.011095 3.744461  -0.106
37 Cl 0.984395 0.257361 5.601573  -0.064
38 C 0.626343 0.659191 2.917630  0.289
39 O -0.435018 1.259237 3.014275  -0.452
40 O 0.996558 -0.149212 1.952385  -0.519

Forces on the atoms, in the same order (eV/Å):
C -0.1967 0.0433 -0.1093
C -0.1481 0.0083 0.1027
H 0.0761 0.0401 0.0502
H 0.1281 -0.0238 -0.0629
H 0.0250 -0.0215 0.0923
H -0.0095 0.0011 -0.0737
H 0.1340 0.0065 0.0546
H 0.0520 -0.0541 -0.0511
C 0.6127 0.5106 -0.5966
C -0.1603 -0.2296 0.2932
C -0.4550 0.0871 0.2780
C -0.3913 1.2145 -0.1111
H 0.2908 -0.4643 -0.1085
H 0.1884 0.2363 -0.2020
H -0.1927 0.2483 0.0301
H -0.1850 -0.3323 0.1701
N 0.9108 -4.1394 -1.2575
C -0.2278 -1.8665 1.0785
C 0.3007 2.1771 -0.3600
N 3.1244 1.9511 -2.9577
C 0.4717 -0.7853 -0.0635
C -0.2367 0.2774 0.1631
C -0.3855 0.3032 0.0717
H 0.5468 0.2212 -0.3693
H 0.1661 -0.3231 -0.0412
C -0.6613 -0.9117 0.6024
H -0.1195 0.4042 -0.1643
H -0.0996 -0.0742 0.0824
Ir -0.6924 0.2973 4.3794
C -2.5629 1.0560 -0.8142
H -0.3799 0.0288 0.3812
H 0.2932 -0.4236 0.1114
H -0.2673 0.3273 -0.1446
Cl -0.1738 -0.5451 -0.1579
C -0.2830 -0.0918 -0.2340
Cl -0.2366 0.0883 -0.0001
Cl 0.1697 0.1516 -0.6217
C -0.9185 2.0792 2.7680
O 1.6023 -1.3372 -0.8879
O -0.1095 -0.1351 -1.3201

Its expectation value of S² is 8.764. Its charge is +2. The spin multiplicity is 6. As for the LUMO energy (spin up / spin down): -8.5 / -11.5 eV.